# 1
{
  "formula": "C2HN2O4",
  "method": "ωB97M-V/def2-TZVPD",
  "symbols": ["O", "N", "C", "C", "N", "O", "O", "O", "H"],
  "coordinates": [[-1.772587, -2.001622, 0.150486], [-1.564061, -0.737048, 0.290971], [-0.472976, -0.189357, -0.230670], [-0.210126, 1.166009, 0.232190], [-0.256141, 2.285407, 0.562382], [-0.136775, 3.412259, 1.027113], [0.482708, -0.855580, -1.068805], [1.784548, -1.086024, -0.335994], [2.145409, -1.994045, -0.627674]],
  "forces_ev_per_angstrom": [[0.28, 1.58, -0.02], [0.29, -1.71, -0.22], [1.32, -0.30, -0.17], [-0.47, 0.40, -0.55], [0.62, -1.97, -0.37], [-0.17, 0.61, 0.13], [-0.79, 0.76, 1.04], [0.47, -1.19, -0.10], [-1.55, 1.83, 0.27]],
  "nbo_charge": [-0.56, -0.04, 0.14, 0.19, 0.13, -0.52, -0.28, -0.52, 0.45],
  "charge": -1,
  "homo_ev": -3.709,
  "de_lowest_ev": 7.618,
  "smiles": "O=NC(=C=N[O-])OO",
  "multiplicity": 1
}

---

# 2
{
  "formula": "C2HN3",
  "method": "ωB97M-V/def2-TZVPD",
  "symbols": ["C", "C", "N", "N", "N", "H"],
  "coordinates": [[0.808194, 0.758381, 0.023946], [-0.317127, -0.033721, -0.142757], [1.696597, 1.484998, 0.011920], [-0.290156, -1.396199, -0.671750], [-0.210080, -1.345675, 0.528785], [-1.687427, 0.532214, 0.249855]],
  "forces_ev_per_angstrom": [[0.92, 1.43, -0.94], [-5.74, 0.60, 2.75], [0.27, 0.04, 0.34], [0.08, -0.18, -0.54], [-0.06, -0.42, 0.07], [4.53, -1.48, -1.67]],
  "nbo_charge": [0.18, -0.14, -0.25, -0.01, 0.01, 0.21],
  "homo_ev": -10.957,
  "de_lowest_ev": 3.035,
  "multiplicity": 1
}

---

What is the multiplicity in the second record?
1

---

Which value of multiplicity does entry 2 give?
1